1.
{
  "formula": "C35H29I2MnN4O5",
  "method": "ωB97M-V with the def2-TZVPD basis set",
  "species": ["Mn", "C", "C", "O", "C", "C", "C", "N", "N", "C", "O", "C", "C", "C", "C", "C", "C", "H", "H", "H", "H", "H", "H", "H", "H", "H", "H", "H", "H", "I", "C", "C", "C", "I", "C", "C", "C", "C", "N", "C", "C", "O", "H", "H", "H", "H", "C", "O", "C", "C", "C", "C", "C", "C", "N", "C", "C", "C", "C", "C", "C", "C", "O", "H", "H", "H", "H", "H", "H", "H", "H", "H", "H", "H", "H", "H"],
  "coordinates": [[-0.32788, 0.22951, 0.18013], [3.51439, -1.28257, -0.06865], [2.20284, -0.76816, -0.58621], [1.22342, -0.86604, 0.25176], [2.09908, -0.25369, -1.85292], [0.87972, 0.10471, -2.48652], [0.92722, 0.38991, -3.96043], [-0.25830, 0.13314, -1.83959], [-1.35779, 0.40744, -2.69178], [-2.47894, -0.01423, -2.49323], [-2.16487, -0.70949, 0.19571], [-3.77018, -0.42663, -2.29296], [-4.66862, 0.35462, -1.51643], [-5.95042, -0.09524, -1.29658], [-6.39085, -1.30963, -1.82402], [-5.51678, -2.08027, -2.59007], [-4.22815, -1.66043, -2.83026], [3.36643, -2.27037, 0.36892], [3.86217, -0.61836, 0.72649], [4.27510, -1.33221, -0.84381], [2.99133, -0.22415, -2.45939], [1.95948, 0.45917, -4.29370], [0.39857, 1.31551, -4.18163], [0.42868, -0.40294, -4.51899], [-4.31958, 1.28449, -1.09149], [-6.62379, 0.50582, -0.69838], [-7.40022, -1.65081, -1.63959], [-5.85101, -3.02391, -3.00262], [-3.55215, -2.26277, -3.42287], [2.16987, 4.62668, -0.26006], [1.61423, 3.55550, 1.42957], [1.95715, 4.02801, 2.70988], [1.61439, 3.33585, 3.83879], [2.16694, 4.11168, 5.69764], [0.90276, 2.11262, 3.73762], [0.50213, 1.29692, 4.82029], [-0.15735, 0.12615, 4.58241], [-0.44163, -0.25568, 3.25921], [-0.10701, 0.48942, 2.23346], [0.56384, 1.65853, 2.44951], [0.91094, 2.37886, 1.26441], [0.55661, 1.88932, 0.10646], [2.50408, 4.95718, 2.79203], [0.72803, 1.60879, 5.83151], [-0.47200, -0.51860, 5.39124], [-0.94058, -1.19377, 3.05422], [1.67681, -2.70550, 3.03103], [0.57894, -3.30116, 2.36038], [0.16787, -4.52081, 2.78276], [0.60219, -5.12666, 3.95604], [0.16141, -6.40110, 4.29070], [-0.71498, -7.08161, 3.46341], [-1.16981, -6.46605, 2.30542], [-0.74462, -5.19423, 1.95491], [-1.21082, -4.60708, 0.74968], [-1.67988, -3.32510, 0.60013], [-2.42993, -2.61795, 1.56156], [-2.93981, -3.16766, 2.76338], [-3.69478, -2.40895, 3.63884], [-3.99159, -1.07907, 3.35906], [-3.50282, -0.49564, 2.19055], [-2.72901, -1.24903, 1.34598], [-2.11589, 0.72870, 0.21785], [1.91112, -1.80917, 2.46359], [2.53853, -3.37835, 3.04267], [1.41824, -2.43096, 4.05760], [1.29615, -4.61524, 4.60713], [0.51470, -6.85857, 5.20565], [-1.05564, -8.07545, 3.71972], [-1.88006, -6.96212, 1.65535], [-0.85505, -5.03260, -0.08949], [-1.50286, -2.88370, -0.36953], [-2.75284, -4.20690, 2.99153], [-4.07205, -2.86739, 4.54409], [-4.59702, -0.49495, 4.03866], [-3.68546, 0.54094, 1.95050]],
  "atomic_forces_ev_per_a": [[0.072, -0.115, -0.014], [0.004, 0.040, 0.031], [0.008, -0.016, 0.015], [-0.072, 0.132, 0.000], [0.004, -0.026, 0.000], [-0.014, 0.004, -0.024], [0.004, -0.008, -0.004], [0.082, -0.044, 0.083], [-0.028, -0.002, -0.190], [-0.012, 0.083, 0.275], [0.046, 0.005, 0.098], [-0.020, -0.057, -0.114], [0.005, -0.003, -0.008], [-0.011, -0.005, 0.002], [0.020, 0.006, -0.002], [-0.012, -0.008, 0.000], [0.014, 0.018, -0.002], [0.009, -0.018, -0.024], [0.002, -0.021, 0.001], [-0.007, -0.002, -0.007], [0.002, 0.007, 0.000], [-0.001, 0.004, -0.002], [0.001, 0.001, 0.004], [-0.005, 0.001, 0.000], [-0.005, 0.000, 0.001], [0.002, -0.001, -0.001], [0.001, 0.000, 0.001], [0.001, 0.002, 0.001], [-0.005, 0.000, 0.000], [0.002, 0.003, 0.002], [0.000, 0.015, 0.010], [-0.012, -0.022, -0.005], [0.003, 0.011, 0.001], [-0.001, -0.004, -0.002], [-0.003, 0.008, 0.026], [0.007, 0.014, -0.006], [-0.009, -0.023, -0.030], [0.001, -0.032, 0.053], [-0.005, 0.021, -0.105], [-0.005, -0.008, 0.012], [-0.004, -0.026, -0.033], [0.021, 0.029, 0.007], [0.001, 0.001, -0.008], [0.000, 0.000, -0.002], [0.004, 0.006, 0.004], [0.000, 0.018, -0.007], [-0.011, 0.015, 0.014], [0.024, -0.005, -0.016], [0.003, 0.001, 0.017], [0.004, 0.022, -0.016], [-0.020, -0.032, -0.006], [0.016, 0.002, 0.025], [0.000, 0.039, -0.026], [-0.033, -0.013, 0.019], [0.038, -0.041, -0.025], [-0.010, 0.022, 0.037], [-0.022, -0.029, 0.006], [-0.002, -0.004, -0.005], [0.002, 0.015, -0.004], [0.001, -0.016, -0.011], [-0.003, 0.002, 0.031], [-0.040, 0.020, -0.071], [-0.043, 0.024, -0.010], [-0.002, 0.000, -0.001], [0.003, 0.000, 0.001], [0.006, -0.017, 0.003], [0.005, 0.000, -0.002], [-0.003, -0.002, -0.004], [0.001, 0.003, 0.001], [0.003, -0.003, 0.004], [-0.007, -0.001, -0.006], [0.000, 0.010, 0.004], [-0.005, 0.002, 0.004], [-0.001, 0.000, 0.000], [0.003, -0.001, 0.003], [0.004, -0.003, -0.001]],
  "orbital_gap_ev": [6.0539, 7.4639],
  "e_homo_ev": [-6.19, -7.80],
  "spin_multiplicity": 5
}

2.
{
  "formula": "C2H2N2OS",
  "method": "ωB97M-V with the def2-TZVPD basis set",
  "species": ["C", "C", "N", "N", "O", "S", "H", "H"],
  "coordinates": [[0.93721, -0.56760, 0.22687], [0.66968, 0.72495, -0.04233], [-0.12283, -1.27164, -0.27708], [-0.86546, -0.54141, -0.92402], [-0.43870, 0.78947, -0.79108], [-3.05151, 0.48211, 0.82540], [1.66763, -1.18063, 0.69477], [1.20397, 1.56476, 0.28747]],
  "atomic_forces_ev_per_a": [[-0.908, -0.328, 0.182], [0.181, -1.066, -0.144], [0.655, -0.993, -0.605], [-1.710, 0.384, -0.411], [0.898, 0.301, 0.485], [-0.058, -0.009, 0.038], [0.709, 0.472, 0.571], [0.233, 1.239, -0.117]],
  "orbital_gap_ev": [7.3742, 7.3494],
  "e_homo_ev": [-9.76, -9.76]
}

3.
{
  "formula": "C20H11Cl5F5NO5STi",
  "method": "ωB97M-V with the def2-TZVPD basis set",
  "species": ["Ti", "Cl", "C", "C", "C", "Cl", "C", "Cl", "C", "Cl", "C", "Cl", "O", "C", "C", "C", "C", "C", "C", "C", "C", "N", "H", "H", "H", "H", "H", "H", "H", "H", "H", "H", "H", "O", "S", "O", "O", "O", "F", "C", "C", "C", "F", "C", "F", "C", "F", "C", "F"],
  "coordinates": [[-11.63923, 8.96921, 9.60357], [-9.75770, 11.68272, 9.04326], [-11.50069, 12.06109, 9.21807], [-12.32208, 11.02911, 9.64850], [-13.70808, 11.28777, 9.60833], [-14.81037, 9.96617, 9.87138], [-14.21650, 12.46993, 9.17624], [-15.91775, 12.71526, 9.10252], [-13.37270, 13.50625, 8.82299], [-13.96908, 14.97915, 8.22379], [-11.96848, 13.32468, 8.79478], [-10.92692, 14.52241, 8.08186], [-12.98007, 7.81140, 9.01739], [-13.92951, 6.92481, 9.56080], [-13.34757, 5.65813, 10.09493], [-12.14931, 6.02390, 10.98088], [-12.50364, 7.12287, 11.99344], [-13.05259, 6.74763, 13.22052], [-13.38980, 7.72315, 14.08514], [-13.08728, 9.05263, 13.75028], [-12.47368, 9.34443, 12.57489], [-12.26169, 8.39077, 11.68969], [-12.98714, 7.86174, 7.43758], [-14.64333, 6.60534, 8.77909], [-14.48312, 7.42411, 10.35396], [-13.00042, 5.01115, 9.31518], [-14.13710, 5.11689, 10.63988], [-11.32992, 6.34022, 10.35658], [-11.86902, 5.07286, 11.47818], [-13.30802, 5.67449, 13.37340], [-13.88225, 7.58407, 15.04197], [-13.36062, 9.79118, 14.49748], [-12.00956, 10.32692, 12.32758], [-12.71822, 10.37750, 6.88822], [-11.79209, 9.32172, 6.53614], [-11.15083, 9.34343, 5.21742], [-10.87604, 9.09139, 7.67893], [-12.63381, 7.96173, 6.50231], [-9.36395, 6.70283, 8.42272], [-8.83854, 7.39045, 9.44587], [-9.60111, 8.27009, 10.16131], [-9.05300, 8.81029, 11.27979], [-9.79546, 9.55673, 12.10109], [-7.73369, 8.63179, 11.60988], [-7.15775, 9.22895, 12.61789], [-6.98576, 7.71430, 10.86280], [-5.68289, 7.46038, 11.13226], [-7.52940, 7.11137, 9.75609], [-6.75987, 6.26830, 9.06131]],
  "atomic_forces_ev_per_a": [[0.618, -0.463, -0.424], [-0.872, 0.388, 0.307], [0.480, 0.456, -0.212], [-0.552, 0.335, -0.037], [1.469, -1.173, 0.059], [-0.141, 0.256, 0.391], [-0.731, 0.972, 0.134], [-0.324, 0.146, -0.073], [1.846, 0.098, -0.510], [-0.562, 0.658, -0.115], [-0.584, -1.039, 0.122], [-0.250, -0.431, 0.444], [-0.179, -0.845, 0.520], [-0.751, 0.116, -1.173], [0.461, 0.389, 0.827], [-0.737, -0.631, 0.831], [0.410, -1.356, -0.385], [-0.362, -1.810, -0.871], [-0.371, 1.732, 0.745], [-0.596, -0.157, 1.589], [0.556, 1.346, 0.196], [0.593, -0.640, -1.136], [0.303, -0.088, -0.606], [0.008, 0.584, 0.100], [-0.181, 0.114, 0.075], [0.212, -0.369, -0.603], [0.247, 0.162, 0.043], [0.308, 0.120, -0.137], [0.213, 0.769, 0.160], [0.430, 0.952, 0.054], [0.053, -0.418, -0.135], [0.305, 0.242, -0.326], [-1.019, -0.682, 0.203], [0.132, 0.075, -0.523], [-0.702, -0.570, -2.589], [-0.583, 0.353, 2.156], [0.708, -0.083, 0.705], [-0.189, 0.305, 0.038], [-0.204, -0.106, -0.414], [0.007, -0.173, -0.270], [-1.311, -0.128, -0.223], [0.916, -0.302, -0.374], [-0.310, 0.946, 0.546], [0.547, -1.533, -1.020], [0.627, 0.842, 1.494], [0.413, 0.652, 0.077], [-0.466, 0.286, 0.281], [0.218, -0.091, 0.313], [-0.104, -0.211, -0.255]],
  "orbital_gap_ev": [7.1651, 8.4173],
  "e_homo_ev": [-5.02, -6.28],
  "spin_multiplicity": 2,
  "charge": -1
}

The records above give, respectively, ΔE to the lowest compared entry with this formula, charge and spin values of 119.4; 115.3; 2.6 kcal/mol.